DFT (the ωB97M-V functional and the def2-TZVPD basis) results for C53H45BiGeO2P2 as an isolated structure.

As for the net charge: +1. The largest force on an atom is 0.1361 hartree/bohr. The calculation puts the frontier orbital gap (spin up / spin down) at 5.811 / 6.559 eV. The multiplicity is 2. The value obtained for the electronic energy is -140708.856 eV.

Element x y z (Å)
Bi -0.06 0.37 -1.13
O 2.05 0.37 -1.13
P 2.91 -0.61 -0.38
C 2.47 -0.48 1.39
P 0.71 -0.59 1.85
O -0.06 0.37 0.98
C 0.22 -2.30 1.64
C 0.70 -3.31 2.50
C 0.29 -4.63 2.32
C -0.59 -4.96 1.29
C -1.07 -3.97 0.44
C -0.67 -2.65 0.62
C 0.54 -0.21 3.60
C 1.63 -0.05 4.46
C 1.43 0.23 5.81
C 0.14 0.35 6.32
C -0.95 0.19 5.47
C -0.75 -0.08 4.12
C 2.67 -2.31 -0.86
C 3.22 -3.38 -0.14
C 3.01 -4.70 -0.55
C 2.24 -4.96 -1.68
C 1.69 -3.91 -2.41
C 1.90 -2.59 -2.00
C 4.66 -0.18 -0.48
C 5.07 1.09 -0.04
C 6.41 1.47 -0.11
C 7.36 0.59 -0.62
C 6.96 -0.67 -1.08
C 5.62 -1.05 -1.02
H 2.80 0.51 1.72
H 3.04 -1.22 1.96
H 1.37 -3.07 3.31
H 0.67 -5.41 2.98
H -0.90 -6.00 1.15
H -1.76 -4.23 -0.36
H -1.05 -1.87 -0.05
H 2.65 -0.13 4.09
H 2.29 0.36 6.47
H -0.01 0.57 7.37
H -1.96 0.29 5.87
H -1.62 -0.19 3.46
H 3.83 -3.19 0.74
H 3.44 -5.52 0.02
H 2.07 -5.99 -2.00
H 1.08 -4.12 -3.29
H 1.45 -1.78 -2.57
H 4.33 1.80 0.32
H 6.71 2.46 0.23
H 8.40 0.89 -0.68
H 7.70 -1.34 -1.50
H 5.34 -2.02 -1.42
C 3.54 4.75 -0.87
C 3.56 3.36 -0.87
C 2.37 2.64 -0.96
C 1.14 3.31 -1.04
C -0.06 2.60 -1.13
C -1.28 3.26 -1.21
C -1.31 4.66 -1.21
C -0.12 5.38 -1.13
C 1.12 4.73 -1.04
C 2.33 5.43 -0.96
H 4.47 5.31 -0.81
H 4.51 2.83 -0.81
H 2.40 1.55 -0.95
H -2.20 2.69 -1.27
H -2.26 5.18 -1.28
H -0.17 6.47 -1.13
H 2.33 6.52 -0.96
C -4.21 2.20 -5.24
C -3.37 2.94 -4.40
C -2.95 2.39 -3.18
C -3.36 1.11 -2.80
C -4.20 0.37 -3.65
C -4.62 0.92 -4.87
Ge -2.76 0.37 -1.13
C -3.36 1.46 0.35
C -2.95 1.14 1.65
C -3.37 1.92 2.73
C -4.21 3.02 2.52
C -4.62 3.34 1.22
C -4.20 2.56 0.14
C -3.36 -1.45 -0.92
C -2.95 -2.42 -1.85
C -3.37 -3.75 -1.71
C -4.21 -4.11 -0.65
C -4.62 -3.14 0.27
C -4.20 -1.82 0.14
H -4.54 2.62 -6.18
H -3.05 3.93 -4.68
H -2.30 2.97 -2.54
H -4.53 -0.62 -3.38
H -5.27 0.35 -5.52
H -2.30 0.29 1.83
H -3.05 1.67 3.74
H -4.54 3.62 3.35
H -5.27 4.19 1.05
H -4.53 2.82 -0.86
H -2.30 -2.15 -2.67
H -3.05 -4.49 -2.43
H -4.54 -5.13 -0.55
H -5.27 -3.42 1.09
H -4.53 -1.08 0.86
H -0.06 -1.50 -1.13

DFT (the ωB97M-V functional and the def2-TZVPD basis) results for C53H45N3O2S5Sb2Sn as an isolated structure.

As for the net charge: +2. The largest force on an atom is 0.0226 hartree/bohr. For the energy above the lowest of the compared OMol25 structures with the same formula, charge and spin, the calculation gives 0.0 kJ/mol. The calculation puts the frontier orbital gap (spin up / spin down) at 4.765 / 4.515 eV. The value obtained for the electronic energy is -137325.562 eV.

Element x y z (Å)
Sn 1.66 -1.13 0.53
C 4.34 -4.82 -1.19
O 5.13 -3.61 -1.17
C 4.33 -2.63 -0.76
N 3.10 -2.91 -0.53
C 2.91 -4.35 -0.78
C 2.37 -5.12 0.40
C 2.58 -4.70 1.71
C 2.06 -5.43 2.77
C 1.32 -6.58 2.52
C 1.12 -7.01 1.22
C 1.64 -6.28 0.16
C 4.88 -1.29 -0.59
C 6.23 -1.00 -0.81
C 6.66 0.29 -0.55
C 5.76 1.24 -0.10
C 4.43 0.86 0.05
N 4.01 -0.38 -0.18
C 3.39 1.82 0.47
N 2.15 1.54 0.58
C 1.46 2.78 0.97
C 2.63 3.78 1.19
O 3.79 3.06 0.74
C 0.56 2.67 2.17
C -0.27 3.75 2.45
C -1.08 3.74 3.58
C -1.07 2.65 4.44
C -0.24 1.57 4.17
C 0.57 1.58 3.04
H 4.77 -5.52 -0.47
H 4.38 -5.25 -2.19
H 2.22 -4.45 -1.62
H 3.16 -3.81 1.90
H 2.23 -5.10 3.78
H 0.91 -7.14 3.35
H 0.56 -7.91 1.03
H 1.49 -6.62 -0.86
H 6.89 -1.78 -1.16
H 7.70 0.55 -0.69
H 6.06 2.25 0.12
H 0.85 3.10 0.13
H 2.76 4.02 2.25
H 2.54 4.70 0.62
H -0.28 4.61 1.79
H -1.71 4.60 3.79
H -1.69 2.65 5.32
H -0.21 0.73 4.85
H 1.25 0.75 2.85
S -2.65 -4.93 -4.30
C -1.78 -4.12 -3.21
S -1.52 -4.67 -1.57
C -0.61 -3.30 -1.02
C -0.32 -2.32 -1.99
S 0.52 -0.86 -1.74
S -1.00 -2.58 -3.56
S -0.17 -3.20 0.59
C -1.53 2.55 -0.79
C -2.79 2.28 0.05
C -2.56 1.60 1.40
Sb -1.67 -0.40 1.31
C -3.26 -1.55 0.47
C -3.78 -2.63 1.18
C -4.76 -3.43 0.60
C -5.20 -3.17 -0.69
C -4.68 -2.10 -1.40
C -3.71 -1.29 -0.83
C -1.71 -1.06 3.34
C -0.63 -1.79 3.83
C -0.65 -2.24 5.15
C -1.74 -1.97 5.96
C -2.82 -1.25 5.46
C -2.80 -0.79 4.15
Sb -1.89 2.17 -2.92
C 0.06 2.68 -3.67
C 0.29 2.60 -5.04
C 1.54 2.90 -5.56
C 2.58 3.27 -4.70
C 2.35 3.35 -3.34
C 1.10 3.05 -2.83
C -2.79 4.10 -3.31
C -4.14 4.19 -3.64
C -4.69 5.44 -3.94
C -3.89 6.57 -3.91
C -2.55 6.47 -3.57
C -1.99 5.24 -3.27
H -0.69 1.92 -0.48
H -1.22 3.59 -0.70
H -3.54 1.72 -0.50
H -3.24 3.25 0.27
H -3.51 1.42 1.91
H -1.90 2.17 2.05
H -3.43 -2.86 2.18
H -5.17 -4.26 1.16
H -5.95 -3.81 -1.14
H -5.03 -1.90 -2.40
H -3.31 -0.45 -1.39
H 0.22 -2.00 3.20
H 0.19 -2.81 5.53
H -1.76 -2.32 6.98
H -3.68 -1.04 6.09
H -3.65 -0.23 3.77
H -0.51 2.32 -5.71
H 1.72 2.86 -6.62
H 3.56 3.49 -5.11
H 3.15 3.66 -2.67
H 0.93 3.11 -1.76
H -4.76 3.31 -3.68
H -5.73 5.51 -4.21
H -4.32 7.53 -4.16
H -1.93 7.36 -3.56
H -0.94 5.17 -3.02

- Among the records above, which one has the lowest net charge?
  C53H45BiGeO2P2

- Which of these has the highest electronic energy?
  C53H45N3O2S5Sb2Sn

- The lowest electronic energy belongs to which entry?
  C53H45BiGeO2P2